{
  "formula": "C9H38O10",
  "method": "ωB97M-V with the def2-TZVPD basis set",
  "elements": ["C", "O", "H", "H", "H", "H", "C", "C", "O", "H", "H", "H", "H", "H", "H", "C", "C", "O", "H", "H", "H", "H", "H", "H", "C", "C", "O", "H", "H", "H", "H", "H", "H", "C", "C", "O", "H", "H", "H", "H", "H", "H", "O", "H", "H", "O", "H", "H", "O", "H", "H", "O", "H", "H", "O", "H", "H"],
  "xyz": [[2.661, -0.645, -0.803], [2.511, -0.965, 0.567], [2.111, 0.248, -1.101], [3.721, -0.424, -0.924], [2.432, -1.499, -1.441], [3.390, -1.088, 0.934], [0.690, -3.616, 1.963], [-0.039, -4.961, 1.768], [-0.832, -4.891, 0.582], [1.251, -3.618, 2.898], [0.005, -2.770, 2.010], [1.381, -3.454, 1.136], [-0.539, -5.071, 2.730], [0.715, -5.747, 1.713], [-1.012, -5.792, 0.304], [-4.422, -1.496, -0.870], [-3.825, -0.126, -0.509], [-4.371, 0.836, -1.344], [-4.138, -1.685, -1.905], [-5.508, -1.416, -0.824], [-4.094, -2.265, -0.170], [-2.780, -0.194, -0.810], [-3.914, 0.246, 0.512], [-4.134, 1.662, -0.917], [3.312, 3.505, 2.349], [2.434, 2.766, 1.306], [2.945, 2.839, -0.004], [3.480, 4.542, 2.057], [4.294, 3.034, 2.398], [2.818, 3.439, 3.318], [1.433, 3.198, 1.320], [2.327, 1.709, 1.553], [3.769, 2.347, -0.041], [0.433, 2.312, -2.323], [-0.600, 3.419, -2.532], [-0.547, 4.357, -1.442], [0.319, 1.880, -1.328], [1.482, 2.607, -2.366], [0.178, 1.549, -3.058], [-1.643, 3.117, -2.634], [-0.362, 3.944, -3.457], [-1.301, 4.951, -1.419], [-0.252, -2.247, -3.291], [-0.247, -2.406, -2.347], [0.626, -2.497, -3.581], [-1.237, -2.512, -0.574], [-2.143, -2.620, -0.864], [-1.109, -3.202, 0.076], [0.406, 0.705, 3.458], [0.523, 0.345, 2.578], [0.029, 1.573, 3.313], [-1.278, 2.493, 0.494], [-0.773, 3.028, -0.118], [-0.929, 1.609, 0.385], [-0.069, -0.056, 0.601], [-0.455, -0.802, 0.142], [0.876, -0.194, 0.530]],
  "lowdin_spin": [0.13, 0.22, 0.01, 0.07, 0.02, 0.11, 0.05, 0.04, 0.02, 0.01, 0.00, 0.02, 0.00, 0.01, 0.01, 0.01, 0.00, 0.00, 0.00, 0.00, 0.00, 0.00, 0.00, 0.00, 0.02, 0.02, 0.04, 0.00, 0.02, 0.00, 0.00, 0.01, 0.03, 0.01, 0.00, 0.00, 0.00, 0.00, 0.00, 0.00, 0.00, 0.00, 0.02, 0.00, 0.01, 0.01, 0.00, 0.00, 0.01, 0.00, 0.00, 0.00, 0.00, 0.00, 0.02, 0.00, 0.01],
  "spin_multiplicity": 2,
  "gap_ev": [2.112, 9.785],
  "total_energy_ev": -30422.563,
  "homo_energy_ev": [0.5, -7.2],
  "charge": -1,
  "lumo_ev": [2.587, 2.569]
}

{
  "formula": "C9H39B3BaO12P3",
  "method": "ωB97M-V with the def2-TZVPD basis set",
  "elements": ["Ba", "B", "H", "H", "H", "H", "B", "H", "H", "H", "H", "B", "H", "H", "H", "H", "C", "O", "P", "O", "O", "C", "O", "C", "H", "H", "H", "H", "H", "H", "H", "H", "H", "C", "O", "P", "O", "O", "C", "O", "C", "H", "H", "H", "H", "H", "H", "H", "H", "H", "C", "O", "P", "O", "O", "C", "O", "C", "H", "H", "H", "H", "H", "H", "H", "H", "H"],
  "xyz": [[14.003, 5.007, -36.221], [11.339, 2.991, -38.118], [11.475, 2.357, -37.256], [12.314, 3.285, -38.475], [10.753, 2.430, -38.829], [10.753, 3.836, -37.791], [14.446, 4.336, -32.312], [13.954, 3.425, -32.618], [13.927, 5.161, -32.774], [14.453, 4.405, -31.235], [15.412, 4.283, -32.789], [10.410, 5.715, -34.485], [10.780, 4.723, -34.273], [9.770, 5.574, -35.342], [9.787, 6.037, -33.665], [11.285, 6.344, -34.541], [18.195, 5.387, -43.077], [17.585, 5.291, -41.861], [16.175, 6.057, -41.572], [15.624, 5.906, -40.225], [16.528, 7.622, -41.935], [15.761, 8.607, -41.159], [15.307, 5.561, -42.890], [15.068, 4.189, -43.061], [18.314, 4.367, -43.443], [19.151, 5.907, -43.018], [17.635, 5.836, -43.897], [15.176, 9.283, -41.782], [16.377, 9.210, -40.491], [14.912, 8.144, -40.656], [14.118, 4.007, -42.557], [15.860, 3.540, -42.690], [14.861, 3.970, -44.109], [12.952, 11.925, -36.728], [12.093, 11.850, -37.859], [11.332, 10.455, -38.198], [12.018, 9.244, -37.737], [11.250, 10.543, -39.802], [10.908, 11.726, -40.544], [9.731, 10.607, -37.922], [9.106, 11.859, -37.844], [12.860, 12.790, -36.071], [13.957, 12.106, -37.109], [13.155, 10.970, -36.244], [10.685, 12.652, -40.015], [10.071, 11.436, -41.179], [11.724, 11.989, -41.217], [9.728, 12.536, -37.259], [8.101, 11.927, -37.427], [8.834, 12.060, -38.880], [18.359, -0.090, -41.069], [17.357, 0.476, -40.299], [17.623, 0.854, -38.707], [16.735, 1.938, -38.168], [19.240, 1.203, -38.622], [19.827, 1.890, -37.568], [17.486, -0.572, -37.987], [16.225, -1.278, -37.937], [18.143, -1.042, -41.553], [19.294, -0.367, -40.581], [18.542, 0.615, -41.880], [20.359, 1.258, -36.856], [19.024, 2.336, -36.980], [20.479, 2.703, -37.885], [15.843, -1.401, -36.923], [16.337, -2.300, -38.299], [15.412, -0.829, -38.508]],
  "lowdin_charge": [1.66, -0.46, -0.10, -0.15, -0.10, -0.09, -0.46, -0.10, -0.12, -0.09, -0.13, -0.46, -0.10, -0.09, -0.10, -0.14, -0.17, -0.21, 0.50, -0.23, -0.22, -0.09, -0.24, -0.12, 0.09, 0.10, 0.09, 0.08, 0.09, 0.07, 0.10, 0.09, 0.09, -0.11, -0.23, 0.46, -0.21, -0.22, -0.11, -0.20, -0.13, 0.09, 0.08, 0.09, 0.08, 0.09, 0.08, 0.09, 0.09, 0.08, -0.16, -0.21, 0.53, -0.26, -0.23, -0.13, -0.22, -0.08, 0.09, 0.08, 0.09, 0.09, 0.08, 0.09, 0.09, 0.08, 0.09],
  "gap_ev": 5.339,
  "total_energy_ev": -65121.136,
  "homo_energy_ev": -4.3,
  "charge": -1,
  "lumo_ev": 0.990
}

{
  "formula": "C9H3Cu4F13N2O17S4",
  "method": "ωB97M-V with the def2-TZVPD basis set",
  "elements": ["Cu", "Cu", "Cu", "Cu", "C", "F", "F", "F", "S", "O", "O", "N", "S", "O", "O", "C", "F", "F", "F", "C", "F", "F", "F", "S", "O", "O", "N", "S", "O", "O", "C", "F", "F", "F", "C", "O", "O", "O", "C", "O", "O", "O", "C", "C", "O", "C", "O", "O", "F", "H", "H", "H"],
  "xyz": [[0.521, 1.768, -1.542], [1.033, -1.768, 0.198], [-1.716, -1.297, -2.797], [-2.051, -3.359, 0.288], [3.659, -0.235, -3.254], [4.322, 0.693, -3.913], [2.464, -0.416, -3.784], [4.354, -1.334, -3.195], [3.458, 0.405, -1.482], [2.680, -0.559, -0.742], [4.787, 0.578, -0.985], [2.556, 1.847, -1.699], [3.516, 3.105, -1.640], [4.778, 3.004, -2.384], [2.780, 4.259, -2.107], [3.982, 3.336, 0.182], [5.300, 3.407, 0.215], [3.501, 4.471, 0.628], [3.548, 2.315, 0.881], [0.724, -4.526, 3.370], [0.723, -5.207, 2.228], [0.227, -5.232, 4.353], [1.963, -4.157, 3.645], [-0.343, -3.002, 3.153], [-1.484, -3.420, 2.356], [-0.703, -2.538, 4.444], [0.635, -1.980, 2.151], [1.295, -0.810, 3.063], [1.845, -1.227, 4.312], [2.225, -0.105, 2.217], [-0.125, 0.437, 3.368], [-0.010, 1.361, 2.411], [-1.316, -0.142, 3.265], [-0.002, 1.011, 4.536], [-1.081, -0.074, -0.347], [-1.610, -1.146, -0.024], [-1.170, 0.414, -1.550], [0.159, 0.213, -0.043], [-0.129, -3.362, -1.620], [0.370, -2.250, -1.935], [-0.023, -3.753, -0.386], [-1.403, -3.402, -1.958], [-5.884, 2.395, -0.526], [-6.109, 1.880, -1.922], [-4.975, 2.433, -2.609], [-3.985, 2.546, -1.702], [-2.831, 2.698, -1.958], [-4.456, 2.334, -0.446], [-7.201, 2.399, -2.508], [-6.421, 1.800, 0.213], [-6.298, 3.394, -0.380], [-6.079, 0.796, -2.039]],
  "lowdin_spin": [0.28, 0.77, 0.03, 0.44, 0.00, 0.00, 0.00, 0.00, 0.01, 0.00, 0.02, 0.04, -0.01, 0.57, 0.36, 0.00, 0.00, 0.00, 0.00, 0.00, 0.00, 0.00, 0.00, 0.01, 0.01, 0.01, 0.07, 0.00, 0.01, 0.02, 0.00, 0.00, 0.00, 0.00, 0.00, 0.04, 0.31, 0.37, 0.00, 0.06, 0.28, 0.28, 0.00, 0.00, 0.00, 0.00, 0.00, 0.00, 0.00, 0.00, 0.00, 0.00],
  "spin_multiplicity": 5,
  "gap_ev": [8.792, 4.414],
  "total_energy_ev": -304368.269,
  "homo_energy_ev": [-16.4, -16.4],
  "charge": 2,
  "lumo_ev": [-7.591, -11.968]
}

{
  "formula": "C9H4Cl2CoN2O3Pm",
  "method": "ωB97M-V with the def2-TZVPD basis set",
  "elements": ["Pm", "Co", "Cl", "Cl", "C", "C", "C", "O", "O", "O", "N", "C", "C", "C", "C", "N", "C", "C", "H", "H", "H", "H"],
  "xyz": [[-0.590, -1.914, -2.057], [-1.306, -0.752, 0.762], [1.729, -2.524, -2.796], [-2.053, -2.801, 0.734], [-2.582, 0.098, -0.065], [-0.969, -2.794, -4.417], [-2.342, -3.635, -2.439], [-3.574, 0.610, -0.416], [-1.077, -3.341, -5.426], [-3.137, -4.441, -2.680], [3.838, 4.017, 2.409], [2.986, 3.263, 2.126], [1.943, 2.328, 1.763], [1.072, 2.608, 0.703], [0.054, 1.709, 0.390], [-0.086, 0.559, 1.105], [0.756, 0.268, 2.146], [1.781, 1.139, 2.490], [1.185, 3.520, 0.120], [-0.646, 1.864, -0.428], [0.569, -0.679, 2.657], [2.450, 0.896, 3.318]],
  "lowdin_spin": [4.05, 2.55, -0.04, 0.24, 0.06, 0.00, 0.00, 0.02, 0.00, 0.00, 0.47, 0.23, 0.06, 0.10, 0.00, 0.15, 0.01, 0.11, 0.00, 0.00, 0.00, 0.00],
  "spin_multiplicity": 9,
  "gap_ev": [7.738, 4.521],
  "total_energy_ev": -97694.528,
  "homo_energy_ev": [-24.1, -24.2],
  "charge": 4,
  "lumo_ev": [-16.358, -19.651]
}